C54H114N6O6 | ωB97M-V with the def2-TZVPD basis set

Computed properties:
Structure (SMILES): CC1(C)CCCC(C)(C)N1O.CC1(C)CCCC(C)(C)N1O.CC1(C)CCCC(C)(C)N1O.CC1(C)CCCC(C)(C)N1O.CC1(C)CCCC(C)(C)N1O.CC1(C)CCCC(C)(C)N1O
Relative energy (zero: lowest compared OMol25 entry of this formula, charge and spin) in kcal/mol: 193.7
Total charge: 0
DFT total energy in eV: -79058.82394
Spin multiplicity: 1

CARTESIAN COORDINATES (ANGSTROEM)
H1 -13.8476 -21.9590 -27.5028
H2 -14.7996 -14.0108 -17.1024
H3 -14.1178 -16.3434 -16.8330
C1 -4.4135 -15.1458 -23.7187
N1 2.6091 -6.1277 -24.7204
C2 -1.8637 -13.6013 -23.7825
O1 1.6557 -6.7162 -24.0025
H4 -16.7427 -18.6643 -19.8769
C3 4.9485 -6.1100 -25.4689
H5 -13.1627 -18.8852 -21.2426
C4 -8.1911 -15.7960 -12.0430
H6 8.8055 -11.1095 -15.8691
H7 6.0494 -11.9536 -12.6340
H8 4.6360 -11.5129 -16.1305
H9 3.3415 -14.8347 -15.8474
H10 3.7582 -12.7989 -16.9631
H11 -13.0802 -18.3199 -18.4844
H12 0.3782 -6.9471 -26.5644
H13 4.5082 -15.4475 -15.0091
H14 -4.8727 -13.7518 -25.3304
H15 3.5035 -4.2195 -26.2453
H16 -6.8378 -15.7258 -10.2579
H17 1.5562 -6.1768 -23.2146
C5 -16.9771 -15.7290 -18.6752
H18 1.3158 -6.7805 -27.9365
H19 -3.6916 -12.4553 -23.6415
N2 -14.7576 -16.2696 -19.6600
H20 -0.7132 -16.2525 -22.8697
H21 -16.5317 -17.6319 -21.1538
H22 -5.0031 -15.5628 -13.2523
H23 -1.1109 -12.8326 -23.6078
C6 3.9386 -6.8880 -24.5672
C7 -14.2131 -20.7598 -29.2504
C8 3.9514 -8.3344 -24.9125
H24 8.1923 -11.7461 -13.7187
H25 -15.5931 -19.1235 -21.0967
H26 -5.0964 -13.6545 -22.2134
C9 -12.6370 -17.7722 -28.6092
H27 4.1116 -13.0043 -13.9175
H28 -7.1037 -15.8654 -15.2164
C10 -6.2698 -18.1260 -11.6126
H29 5.1920 -5.0910 -25.1680
C11 -7.9036 -16.0326 -14.4950
H30 -4.2948 -16.9157 -25.0781
C12 -7.4584 -17.6755 -10.6262
H31 -4.1400 -17.8702 -11.9052
H32 9.7798 -13.2171 -14.7685
H33 5.2104 -5.3081 -27.3395
O2 7.0464 -14.4361 -17.2652
H34 -12.0253 -19.1655 -31.7081
H35 5.3287 -14.2391 -13.7596
H36 -14.5273 -20.3179 -27.1967
C13 4.4957 -6.7485 -23.1905
H37 -13.8794 -17.3208 -21.9196
H38 9.6770 -13.9185 -16.4054
H39 -11.3715 -20.6184 -29.0588
C14 1.0717 -4.6100 -25.8699
H40 -17.6078 -15.3725 -17.8608
H41 8.9779 -14.6302 -15.0574
H42 1.8279 -7.9881 -26.7104
H43 5.3566 -7.3920 -23.0085
H44 -8.4792 -15.9088 -9.9465
H45 -15.8576 -21.5692 -30.5877
H46 -16.3242 -21.4168 -28.7909
C15 2.0367 -5.8088 -26.0175
H47 3.4153 -8.8425 -24.1109
C16 -14.6553 -17.7057 -19.9537
C17 5.2919 -13.5776 -15.6553
H48 0.0544 -14.7655 -22.4311
C18 -14.1306 -18.4971 -18.7157
C19 5.1380 -13.2543 -14.1859
H49 -13.7329 -17.6196 -31.9381
C20 -13.1077 -18.3897 -29.8993
H50 -5.8231 -16.0169 -25.0751
H51 -8.5590 -15.1618 -14.5030
C21 7.5426 -12.5884 -13.9565
H52 3.5377 -8.6669 -25.8645
H53 -0.7324 -15.5721 -21.1474
C22 4.4304 -14.8098 -15.8896
H54 -9.0469 -16.4370 -12.2548
H55 -12.6274 -16.6119 -30.9634
H56 -5.4464 -17.1014 -23.7998
H57 -14.6849 -18.7401 -16.5360
C23 -15.0372 -18.2235 -17.4288
C24 -0.8167 -15.3850 -22.2179
H58 4.6024 -15.2823 -16.8568
H59 -7.2512 -20.1012 -11.9378
H60 -5.6334 -20.0782 -12.5479
H61 -1.4022 -14.2335 -24.5410
C25 -7.1557 -16.1201 -13.1533
C26 -15.4315 -15.7326 -18.4941
H62 -15.8218 -15.6099 -20.9230
H63 -15.4218 -13.5768 -18.6924
H64 4.3225 -6.8099 -27.4686
C27 -13.1569 -21.3978 -30.1796
C28 3.1949 -5.1159 -26.7832
H65 -6.3608 -13.9685 -23.3384
C29 -14.8531 -14.3277 -18.1440
H66 -13.4172 -17.4777 -27.9073
C30 -15.0529 -16.6931 -17.2705
H67 -17.2236 -15.2600 -19.6278
H68 6.8464 -13.6690 -17.8065
H69 -12.6671 -17.4372 -20.6287
C31 7.9612 -11.6812 -16.2541
H70 3.8631 -6.8531 -22.3090
N3 -6.7179 -17.5640 -12.9723
H71 -8.6320 -14.8196 -12.2442
H72 -6.3376 -18.5831 -14.5747
H73 -11.9960 -16.9021 -28.7511
C32 -4.0159 -14.1259 -24.7699
C33 -2.1580 -14.4866 -22.4991
C34 -13.5236 -17.2319 -30.9411
H74 -5.8706 -14.7691 -11.9043
C35 -13.5657 -17.8918 -21.0457
C36 -5.5273 -14.4475 -22.8246
H75 5.3467 -12.2554 -17.4320
H76 -15.3204 -22.5502 -29.4569
C37 -6.2557 -19.7071 -11.7336
H77 0.1908 -5.0425 -25.3957
H78 -3.1140 -12.7690 -21.4992
H79 -1.6702 -13.4025 -20.7645
N4 -3.1874 -15.4476 -22.8861
C38 1.4230 -6.9891 -26.8721
H80 -12.7859 -22.3812 -29.8908
H81 2.9708 -4.9133 -27.8305
H82 -12.0758 -18.4702 -27.9879
H83 0.8121 -4.1276 -26.8123
H84 -14.1807 -19.5719 -18.8899
C39 -11.8637 -20.6319 -30.0312
H85 -13.8192 -14.3820 -18.4849
N5 6.7390 -13.8892 -16.0026
H86 -3.0893 -14.3248 -20.5672
H87 6.9702 -11.2272 -16.2605
H88 5.9014 -6.6337 -25.5443
C40 -15.9399 -18.2769 -20.5042
H89 -12.7962 -20.4789 -27.6655
C41 -2.5767 -13.6950 -21.2943
O3 -15.3438 -18.6281 -29.2017
H90 -4.5827 -18.0940 -10.2375
H91 -2.7092 -12.3944 -25.1779
H92 7.8732 -13.3406 -13.2403
H93 -16.0373 -18.7138 -29.8598
H94 -17.3476 -16.7337 -18.8791
C42 7.7591 -12.9736 -15.4409
H95 4.7829 -5.7164 -22.9897
H96 -5.9673 -15.1783 -22.1461
C43 -5.9510 -15.1330 -12.9286
C44 6.0530 -12.1723 -13.7019
H97 -4.9872 -16.6854 -10.7329
H98 -16.0849 -18.4906 -17.5662
H99 -15.7965 -16.5436 -16.4877
H100 4.9442 -8.7564 -24.7561
H101 -7.1867 -17.8221 -9.5808
O4 -5.8445 -17.9440 -14.0551
C45 -7.7218 -16.2136 -10.6687
H102 -11.0132 -18.7934 -30.3695
H103 1.5880 -3.8676 -25.2613
H104 -13.4737 -21.4377 -31.2218
O5 -14.8863 -15.4507 -20.7773
C46 -4.9323 -17.6771 -11.1820
C47 -15.5426 -21.4869 -29.5475
H105 5.9454 -11.1916 -14.1654
H106 -14.2804 -16.5492 -30.5547
H107 -3.4672 -14.7756 -25.4517
C48 -13.7971 -20.9005 -27.7583
H108 8.2218 -12.0082 -17.2607
N6 -14.2845 -19.3279 -29.7351
H109 -11.0620 -20.9300 -30.7069
C49 9.1116 -13.6492 -15.5133
H110 -3.5662 -15.7840 -21.0900
C50 -12.0275 -19.1043 -30.6198
H111 -5.9099 -20.1528 -10.8010
C51 4.7312 -12.5066 -16.5683
H112 -8.5654 -16.8694 -14.7185
C52 -3.0790 -13.0063 -24.3552
C53 -4.9937 -16.3575 -24.4553
H113 -6.0098 -14.2289 -13.5346
H114 -8.3961 -18.1512 -10.9133
O6 -3.5359 -16.3592 -21.8581
C54 4.4175 -5.8978 -26.8794

C54H114N6O6 | ωB97M-V with the def2-TZVPD basis set

Computed properties:
Structure (SMILES): CC1(C)CCCC(C)(C)N1O.CC1(C)CCCC(C)(C)N1O.CC1(C)CCCC(C)(C)N1O.CC1(C)CCCC(C)(C)N1O.CC1(C)CCCC(C)(C)N1O.CC1(C)CCCC(C)(C)N1O
Relative energy (zero: lowest compared OMol25 entry of this formula, charge and spin) in kcal/mol: 17.6
Total charge: 0
DFT total energy in eV: -79066.46053
Spin multiplicity: 1

CARTESIAN COORDINATES (ANGSTROEM)
H1 -5.1812 -1.5180 4.7503
H2 4.7237 2.9512 1.8775
H3 4.1761 1.1416 2.9760
H4 0.2574 1.9967 -0.8447
H5 0.9677 3.1191 -3.1478
C1 -3.0615 2.2383 3.3248
H6 -5.9793 -0.1430 4.1038
H7 5.6580 4.4702 1.8765
O1 0.9682 3.1979 -2.1892
H8 -6.0934 2.4665 1.6748
H9 4.6500 5.0003 -0.3506
H10 -0.0519 0.2950 -2.4167
H11 0.1302 -7.8721 -5.3372
H12 -0.6450 6.6365 -2.4791
H13 3.1366 -2.3777 1.1160
H14 8.4860 1.2134 4.9964
O2 7.6979 3.7090 3.0501
H15 -1.0225 0.2802 2.0203
H16 -6.6381 -1.1888 -0.9248
H17 -7.6102 0.7842 -3.9144
C2 7.0008 1.4745 3.4219
H18 -3.3286 -0.0268 -1.4789
H19 -2.5012 1.7400 5.3065
H20 -7.9917 -0.3651 -1.7025
H21 -0.0496 -7.4168 0.9865
H22 -1.5251 -0.7061 -0.4130
H23 0.4800 -1.3449 -2.8389
H24 -3.2076 -0.6516 5.1495
H25 4.7455 2.5706 5.6191
H26 -7.0831 -1.5651 -4.5812
C3 2.3105 -0.4466 1.6776
C4 -4.0421 1.8873 2.2244
H27 7.8910 1.6755 1.4600
H28 -1.4753 -6.4883 -4.3492
H29 -2.6394 -0.0628 -4.4119
H30 -2.0323 -0.2906 4.0333
H31 4.0780 6.8587 -1.5460
N1 0.8359 0.4285 0.0159
C5 1.0628 0.4000 1.4594
C6 -6.4512 -0.7372 -4.9172
C7 0.8185 -7.9037 -4.4900
H32 3.1881 0.0895 1.2989
N2 6.8211 2.8768 3.7995
C8 0.6260 -0.8240 -0.7084
H33 4.6915 5.0697 5.1771
C9 -5.3425 -0.9831 3.8096
H34 3.7558 3.3651 -3.4829
C10 4.5081 2.5546 4.5498
C11 -4.0242 -0.5463 3.1506
H35 -0.0262 -5.6334 -3.9962
H36 1.4108 7.5632 -1.0683
C12 -7.0192 -0.8275 -1.8804
H37 2.8060 1.8853 -1.5316
H38 5.9605 -0.4288 3.6666
H39 -6.8302 -0.5440 -5.9252
H40 2.6997 -1.2962 -0.9293
H41 0.0748 -0.0122 3.3213
H42 6.3802 4.6525 5.4142
H43 -0.8273 -2.0725 0.4264
O3 -0.2027 1.3592 -0.2829
H44 -2.3325 -1.7876 -4.6752
N3 1.7877 4.3374 -1.9615
H45 -2.4774 -1.4986 1.9681
C13 1.9012 6.7065 -1.5374
H46 -0.4104 -9.5582 -2.3977
C14 4.5651 1.1402 3.9990
C15 3.2875 6.5037 -0.8838
H47 8.5983 0.0109 3.6524
C16 -0.7413 -1.4656 -0.4701
H48 1.6305 -2.7096 -0.8270
C17 -6.0569 0.1374 -2.5957
C18 -3.4122 2.3965 0.9148
H49 -3.8848 -3.0314 -2.3323
H50 2.4749 -0.5120 2.7587
C19 2.1902 -1.8308 1.0678
C20 1.2821 1.8095 1.9902
O4 -4.0962 -0.6112 -1.4419
C21 -0.0245 5.7670 -2.7108
H51 2.3473 2.0724 1.9487
N4 -4.2077 0.4482 2.1039
H52 1.4407 -5.6779 0.8405
H53 2.6603 2.7025 0.0283
H54 -5.9273 -1.6507 3.1757
H55 4.0718 4.4837 2.5185
H56 2.0897 7.0900 -2.5458
C22 0.2576 5.2365 -0.2695
N5 -4.7162 -0.4299 -2.7030
H57 -5.8451 2.2948 3.3846
C23 -0.2681 -5.3326 -1.3451
O5 -5.2025 0.1082 1.1762
H58 -5.2471 2.1254 -2.2874
C24 -0.0896 -0.2387 2.2676
H59 -1.0288 -2.0894 -1.3217
C25 -3.3877 -1.7729 2.4981
H60 1.4603 -2.4475 1.5975
H61 6.1850 0.3548 5.1436
O6 1.7217 -8.4170 -1.8221
H62 -6.9339 1.9595 -1.7500
C26 -5.9738 1.4491 -1.8237
H63 0.7144 2.5768 1.4732
H64 3.3574 7.1462 -0.0023
H65 1.1837 -8.9247 -4.3866
C27 7.0119 1.2018 1.9052
H66 -5.5921 1.2879 -0.8168
H67 4.2881 2.4638 -0.6703
C28 -1.3726 -5.5577 -2.3526
H68 -0.6825 -4.9498 -0.3986
C29 -4.9951 -1.1739 -5.0267
H69 -4.4467 -0.4854 -5.6740
H70 7.0253 0.1397 1.6640
H71 -1.8600 -4.6399 -2.6855
H72 2.2685 -5.2648 -0.7018
H73 -3.1125 3.2889 3.6270
H74 -1.3519 -9.1173 -3.8213
C30 5.9677 0.5801 4.0915
H75 5.1153 3.9991 -2.5727
H76 -3.9620 -3.5247 -4.0440
C31 -2.7612 -1.0596 -3.9828
C32 0.6849 -0.4831 -2.2037
C33 -5.3592 2.6369 2.4636
H77 -4.2736 1.6015 4.9739
H78 2.4762 -6.8286 0.0042
H79 -0.3435 6.0992 0.0383
C34 3.2351 2.6492 -0.8938
H80 -4.7479 -0.4407 0.5182
H81 -0.3299 -8.5002 -0.3499
C35 -4.3734 -2.8502 -3.2934
H82 -5.9870 1.2712 -4.4457
H83 -5.1760 3.7063 2.5708
H84 2.6299 -8.1113 -1.7396
H85 -1.6869 -8.3921 -2.2498
H86 6.1874 1.6397 1.3376
C36 4.0567 4.1563 -2.7873
H87 3.8028 0.5290 4.4961
H88 -2.5178 1.8079 0.6948
C37 3.1762 4.0362 -1.5453
H89 0.3263 -4.4640 -1.6506
H90 3.1272 4.7989 0.4832
C38 1.8327 -1.7166 -0.4153
C39 0.5413 -6.5748 -0.9136
C40 0.0646 -7.5373 -3.1970
H91 0.4692 5.9769 -3.6631
C41 -6.5700 0.4618 -3.9971
H92 -3.1550 -2.5703 3.2081
H93 1.6608 -0.0760 -2.4792
C42 3.5618 5.0627 -0.4807
C43 1.7347 -6.0349 -0.1451
H94 -0.2461 -1.2867 2.0681
H95 1.6069 -7.1911 -4.7370
H96 -4.0396 -2.2098 1.7338
H97 5.9291 5.6180 4.0288
H98 3.4983 2.9530 4.4292
H99 -5.4234 -3.1124 -3.1408
H100 9.1699 1.6376 3.4424
C44 -0.3920 -7.4588 -0.0491
H101 8.3977 3.8776 3.6879
C45 4.9619 3.8494 2.4432
H102 -2.0270 2.1391 2.9763
H103 -4.1053 2.4275 0.0771
C46 5.4921 3.4852 3.8407
C47 -0.7769 -6.2975 -3.5342
H104 -0.7001 4.9294 -2.8965
C48 -3.2663 1.4054 4.6048
N6 1.0116 -7.2173 -2.1489
H105 -3.0099 3.4105 1.0428
H106 -1.4181 -7.1140 -0.1202
C49 8.3854 1.0458 3.9229
C50 -4.2266 -1.3819 -3.6996
H107 -2.1989 -6.1460 -1.9330
H108 0.9953 5.0075 0.4939
C51 5.6041 4.7849 4.6540
H109 -5.0311 -2.1183 -5.5804
H110 -0.4874 4.4532 -0.4181
H111 -2.1564 -1.0594 -3.0713
C52 -3.0770 -0.0488 4.2416
H112 1.0765 1.8553 3.0629
C53 -0.8871 -8.7256 -2.9181
H113 -7.1521 -1.7077 -2.5106
C54 0.9836 5.5010 -1.6008
H114 3.8627 5.1049 -3.2832

Number 1: LUMO level 0.52 eV, molecular weight 943.542 g mol⁻¹, F_max 0.0848 Eh/bohr. Number 2: LUMO level 0.48 eV, molecular weight 943.542 g mol⁻¹, F_max 0.0360 Eh/bohr.